41
Properties=species:S:1:pos:R:3:mulliken_charge:R:1 method="wB97M-V/def2-TZVPD" energy_ev=-54001.07361 multiplicity=4 de_lowest_kcal_mol=240.0 homo_lumo_gap_ev="5.0 / 7.8" charge=+1
Ti 2.099 -1.452 0.017 0.900
Be 1.457 1.667 -1.284 0.643
Be 0.542 -1.401 -2.510 0.546
C 0.000 -0.161 -0.443 0.979
O 0.463 -1.305 -0.522 -1.045
O 0.695 0.545 0.242 -0.595
O -0.180 0.278 -1.637 -0.416
C 2.603 -0.331 -1.992 1.412
O 2.929 0.270 -0.969 -0.709
O 2.612 -1.582 -2.054 -0.687
O 1.830 0.258 -2.749 -0.582
C -1.346 -0.635 1.877 -0.808
O -1.174 -1.885 1.297 -0.577
H -2.094 0.031 1.446 0.312
H -1.453 -0.750 2.956 0.445
H -0.402 -0.115 1.712 -0.196
H -0.342 -1.840 0.821 0.713
C 0.047 2.132 1.830 0.174
O -0.064 2.628 3.171 -0.523
H 0.830 1.382 1.717 -0.207
H -0.827 1.481 1.810 0.319
H 0.179 2.891 1.059 0.145
H -0.750 3.299 3.142 0.335
C -1.817 -3.173 -1.136 -0.804
O -1.310 -1.933 -1.468 -0.612
H -2.898 -3.208 -1.275 0.245
H -1.286 -3.911 -1.737 0.263
H -1.669 -3.208 -0.057 0.367
H -0.505 -1.673 -1.013 0.636
C -1.283 2.657 -3.049 -0.825
O -0.209 1.922 -2.490 -0.432
H -1.996 3.109 -2.360 0.291
H -0.970 3.442 -3.738 0.237
H -1.876 1.833 -3.446 0.296
H -0.564 1.076 -2.206 0.502
C 1.510 -0.428 2.870 -0.708
O 1.508 -0.735 1.450 -0.366
H 2.431 -0.808 3.313 0.390
H 1.526 0.656 2.985 0.313
H 0.741 -0.986 3.404 0.315
H 1.015 -0.037 1.014 0.310